No. 1
Density functional theory data (ωB97M-V/def2-TZVPD) for C18H30Al2Cl7CsF2NO11S2 as an isolated structure.

```
74
Properties=species:S:1:pos:R:3
C -1.706 1.954 -1.966
O -0.322 2.214 -2.050
C 0.243 1.063 -2.681
C 1.735 1.177 -2.943
C 2.711 0.752 -1.759
C 2.105 0.242 -0.415
C 2.063 1.044 0.715
N 1.597 0.567 1.886
C 1.137 -0.703 2.054
C 0.658 -1.259 3.441
C -0.323 -0.341 4.284
C -1.121 0.603 3.401
S -2.595 1.394 4.295
O -3.758 0.537 4.290
O -2.966 2.679 3.644
O -2.211 1.701 5.805
C 1.137 -1.557 0.962
C 1.630 -1.093 -0.303
C 1.646 -2.069 -1.493
O 2.364 -3.001 -1.317
O 0.885 -1.942 -2.645
H -2.170 1.478 -2.844
H -2.324 2.874 -1.750
H -1.787 1.202 -1.129
H -0.051 0.153 -2.133
H -0.258 0.994 -3.667
H 1.936 2.240 -3.165
H 1.974 0.618 -3.855
H 3.317 -0.084 -2.145
H 3.399 1.587 -1.522
H 2.441 2.089 0.739
H 1.599 1.136 2.723
H 0.131 -2.192 3.230
H 1.531 -1.463 4.075
H -1.038 -1.009 4.792
H 0.217 0.214 5.064
H -1.556 0.048 2.484
H -0.482 1.489 3.033
H -1.540 2.411 5.801
H 0.780 -2.587 1.058
H 1.453 -1.733 -3.404
Cl -3.064 7.082 4.672
C -4.407 5.902 4.709
C -5.583 6.338 3.868
Cl -6.409 7.746 4.558
H -4.694 5.756 5.749
H -4.002 4.965 4.328
H -6.313 5.530 3.817
H -5.278 6.589 2.853
C -1.366 -5.618 1.213
Cl -1.176 -5.718 -0.547
Cl -0.634 -7.025 1.971
Cl -0.553 -4.141 1.799
Cl -3.079 -5.540 1.620
O 5.537 -4.656 -2.557
S 5.759 -3.210 -2.606
O 5.592 -2.639 -1.270
O 4.767 -2.615 -3.505
O 7.107 -2.964 -3.107
Cs -2.251 1.656 1.406
Al 3.570 3.442 -0.329
C -0.056 -4.140 -5.828
C 1.209 -3.514 -6.397
O 2.064 -3.038 -5.356
H -0.604 -3.424 -5.215
H -0.714 -4.496 -6.626
H 0.194 -5.006 -5.165
H 0.956 -2.664 -7.027
H 1.763 -4.241 -7.003
H 2.301 -3.787 -4.799
Cl -3.177 8.292 2.267
F 2.920 -2.344 0.781
F -3.652 10.717 2.252
Al 0.790 -6.664 -5.115
```

Its total charge is +3.

Results of the Mulliken charge analysis, in e, for atoms 1 through 5: -0.52, -0.35, -0.49, -0.92, -0.18

No. 2
Density functional theory data (ωB97M-V/def2-TZVPD) for C15H16N2O4S in the gas phase.

```
38
Properties=species:S:1:pos:R:3
C 4.309 4.142 -3.499
C 3.013 3.366 -3.413
O 2.070 3.558 -4.140
N 3.042 2.427 -2.412
C 2.059 1.515 -2.034
C 2.330 0.685 -0.941
C 1.397 -0.242 -0.523
C 0.193 -0.345 -1.195
S -0.990 -1.551 -0.613
O -2.078 -1.634 -1.547
O -0.292 -2.749 -0.261
N -1.479 -0.792 0.805
C -2.156 0.466 0.572
C -1.851 -1.574 1.915
C -1.665 -1.069 3.197
C -2.004 -1.827 4.303
C -2.518 -3.108 4.142
O -2.858 -3.890 5.203
C -2.702 -3.615 2.859
C -2.382 -2.850 1.756
C -0.088 0.465 -2.278
C 0.840 1.399 -2.703
H 5.136 3.468 -3.715
H 4.231 4.877 -4.294
H 4.508 4.652 -2.559
H 3.891 2.377 -1.867
H 3.276 0.771 -0.426
H 1.586 -0.899 0.310
H -1.425 1.246 0.346
H -2.723 0.749 1.456
H -2.841 0.365 -0.275
H -1.254 -0.080 3.328
H -1.860 -1.424 5.297
H -2.674 -3.422 6.027
H -3.108 -4.607 2.748
H -2.535 -3.235 0.761
H -1.033 0.347 -2.784
H 0.633 2.036 -3.546
```

Its total charge is 0. The SMILES is CC(=O)Nc1ccc(S(=O)(=O)N(C)c2ccc(O)cc2)cc1.

Results of the Mulliken charge analysis, in e, for atoms 1 through 5: -1.32, 0.81, -0.60, -0.17, 0.98

No. 3
Density functional theory data (ωB97M-V/def2-TZVPD) for C3H6N2OS in the gas phase.

```
13
Properties=species:S:1:pos:R:3
O 1.062 -1.584 -0.442
C 1.192 -0.595 0.490
C 1.093 0.851 0.051
N 0.065 1.567 -0.184
N -1.268 1.051 -0.323
C -1.827 -0.239 -0.322
S -3.378 -0.420 0.085
H 1.762 -1.352 -1.143
H 0.425 -0.591 1.355
H 2.146 -0.762 1.062
H 1.885 1.548 -0.127
H -1.998 1.619 0.073
H -1.160 -1.092 -0.574
```

Its total charge is 0. The SMILES is OC/C=N\NC=S.

Results of the Mulliken charge analysis, in e, for atoms 1 through 5: -0.50, -0.81, 0.21, -0.61, 0.03

No. 4
Density functional theory data (ωB97M-V/def2-TZVPD) for an isolated ion of composition C6H8N and charge +1.

```
15
Properties=species:S:1:pos:R:3
C -0.718 1.864 -0.080
C -0.800 -0.213 0.805
C -0.993 1.214 1.077
C 0.000 -0.460 -0.493
C 0.252 0.922 -1.017
C 1.310 -1.245 -0.338
N -0.926 1.671 -1.330
H -0.292 -0.616 1.768
H -1.720 -0.740 0.705
H -1.349 1.630 2.048
H -0.801 -1.015 -1.195
H 1.187 1.343 -1.313
H 1.762 -1.815 -1.250
H 0.928 -1.866 0.549
H 2.161 -0.673 0.065
```

Its total charge is +1.

Results of the Mulliken charge analysis, in e, for atoms 1 through 5: 0.48, -0.71, -0.29, 0.37, -0.24

Energy above the lowest of the compared OMol25 structures with the same formula, charge and spin values, unit kJ/mol, following the record order: 0.0 129.7 368.8 652.7.